# C21H36O21S2

A cluster of 7 separate species, C21H36O21S2 in total at a distorted geometry (wB97M-V/def2-TZVPD, OMol25).

Output
**HOMO level**: -9.983 eV
**SMILES**: CCOS(C)(=O)=O.CCOS(C)(=O)=O.O=C1OCCO1.O=C1OCCO1.O=C1OCCO1.O=C1OCCO1.O=C1OCCO1
**Kohn-Sham gap**: 9.89 eV
**Energy above the lowest of the compared OMol25 structures with the same formula, charge and spin**: 3.6561 eV
**Total energy**: -87016.5409 eV

Cartesian coordinates (Å):
C1 32.08 6.77 23.76
C2 31.49 5.40 23.57
O1 31.45 4.99 22.31
S1 30.86 3.34 22.15
C3 30.81 3.19 20.44
O2 31.85 2.53 22.72
O3 29.58 3.33 22.72
H1 31.71 7.33 24.50
H2 31.89 7.32 22.76
H3 33.33 6.73 23.82
H4 31.98 4.76 24.35
H5 30.41 5.50 24.06
H6 30.27 2.25 20.06
H7 32.03 3.16 20.41
H8 30.38 4.18 20.09
C4 35.81 7.31 28.23
C5 35.91 7.92 26.85
O4 35.09 9.02 26.56
S2 35.05 9.52 24.94
C6 33.63 10.51 24.72
O5 36.14 10.44 24.80
O6 34.93 8.37 24.12
H9 34.60 7.08 28.17
H10 36.12 8.07 29.11
H11 36.47 6.49 28.24
H12 36.82 8.00 26.61
H13 35.77 7.04 26.13
H14 33.48 11.25 25.48
H15 32.70 9.76 24.88
H16 33.49 10.72 23.77
O7 35.42 3.87 19.27
C7 34.79 3.82 18.18
O8 34.89 4.58 17.18
C8 33.95 4.34 16.22
C9 33.28 3.03 16.68
O9 33.82 2.95 18.01
H17 33.35 5.31 15.96
H18 34.41 4.26 15.35
H19 33.56 2.11 16.20
H20 32.33 3.19 16.49
O10 35.18 5.18 24.62
C10 35.28 4.08 23.97
O11 35.39 3.97 22.57
C11 35.36 2.65 22.20
C12 35.32 1.92 23.41
O12 35.13 2.82 24.46
H21 34.33 2.65 21.56
H22 36.19 2.46 21.33
H23 36.31 1.08 23.57
H24 34.48 1.20 23.49
O13 34.19 10.07 20.20
C13 34.77 9.06 20.27
O14 34.46 8.23 21.22
C14 35.36 7.10 21.13
C15 36.14 7.25 19.84
O15 35.79 8.55 19.47
H25 36.01 7.11 21.94
H26 34.69 6.24 21.08
H27 35.75 6.55 19.14
H28 37.20 6.98 19.86
O16 38.73 3.16 25.18
C16 38.53 2.43 26.11
O17 37.73 1.33 26.19
C17 37.86 0.79 27.45
C18 38.95 1.36 28.09
O18 39.14 2.52 27.25
H29 36.94 0.81 28.01
H30 38.14 -0.36 27.23
H31 39.96 0.80 27.95
H32 38.87 1.72 29.02
O19 33.12 4.31 30.48
C19 33.40 4.11 29.24
O20 34.70 3.72 29.04
C20 34.84 3.31 27.77
C21 33.45 3.60 26.97
O21 32.63 4.10 28.14
H33 35.57 3.76 27.50
H34 35.10 2.28 27.47
H35 32.86 2.94 26.31
H36 33.67 4.34 26.30

Atom charges from the Löwdin analysis, given in e for atoms 1 to 5: -0.0665, -0.4345, -0.2214, 0.5737, -0.1405